Here is a cluster of 2 separate species, C3H9NO in total at a distorted geometry from the OMol25 dataset. Energies are from ωB97M-V with the def2-TZVPD basis set.

Structure (ORCA input):
```
! wB97M-V def2-TZVPD RIJCOSX def2/J DEFGRID3
* xyz 0 1
C 0.986 0.319 -2.125
C 1.856 -0.711 -1.337
C 1.227 -1.632 -0.377
N 1.999 -2.371 0.596
H 1.681 0.582 -2.855
H -0.024 -0.082 -2.522
H 0.642 1.068 -1.483
H 2.860 -0.711 -1.584
H 0.078 -1.702 -0.219
H 1.682 -1.912 1.484
H 2.990 -2.335 0.439
H -5.376 2.994 2.587
H -4.894 3.439 3.945
O -5.707 3.054 3.451
*
```

Values from the calculation:
E   -249.6127 hartree
HOMO-LUMO gap   0.3296 Ha
Energy relative to the best compared isomer or geometry (same formula, charge and spin)   265.3 kJ/mol
HOMO energy   -7.975 eV
SMILES string   C/C=C/N.O

Löwdin population analysis, charges in e, atoms 1 to 5:
1 C -0.127
2 C -0.126
3 C -0.186
4 N -0.033
5 H 0.029